{
  "formula": "C31H52Br14Cl6N",
  "method": "wB97M-V/def2-TZVPD",
  "symbols": ["C", "C", "C", "C", "C", "Cl", "C", "C", "Cl", "C", "C", "Cl", "C", "C", "Cl", "C", "C", "N", "C", "C", "Cl", "C", "C", "Cl", "H", "H", "H", "H", "H", "H", "H", "H", "H", "H", "H", "H", "H", "H", "H", "H", "H", "H", "H", "H", "H", "H", "H", "H", "Br", "C", "C", "Br", "H", "H", "H", "H", "Br", "C", "C", "Br", "H", "H", "H", "H", "Br", "C", "C", "Br", "H", "H", "H", "H", "Br", "C", "C", "Br", "H", "H", "H", "H", "Br", "C", "C", "Br", "H", "H", "H", "H", "Br", "C", "C", "Br", "H", "H", "H", "H", "Br", "C", "C", "Br", "H", "H", "H", "H"],
  "positions_angstrom": [[4.56, 3.40, -0.27], [4.27, 2.22, -0.23], [3.48, 0.88, -0.28], [1.87, 1.05, -0.32], [1.42, 2.33, -1.11], [-0.36, 2.79, -0.83], [1.57, 2.33, -2.68], [1.82, 3.86, -3.13], [2.88, 1.37, -3.45], [1.33, -0.35, -0.89], [0.00, -0.37, -1.73], [0.12, -0.54, -3.55], [-1.29, -0.35, -1.28], [-1.66, -0.29, 0.23], [-2.70, -0.43, -2.42], [1.33, -1.59, 0.11], [1.44, -1.32, 1.65], [1.83, 0.05, 2.11], [1.47, 1.20, 1.25], [1.83, 2.58, 1.92], [0.26, 3.44, 2.42], [2.65, 2.48, 3.30], [2.59, 3.93, 4.01], [4.40, 2.06, 3.09], [4.76, 4.49, -0.33], [3.87, 0.36, -1.20], [3.85, 0.25, 0.57], [1.93, 3.28, -0.77], [0.55, 2.10, -3.13], [2.63, 4.33, -2.50], [2.27, 3.80, -4.17], [0.87, 4.47, -3.11], [2.11, -0.65, -1.66], [-1.12, -1.00, 0.91], [-1.62, 0.79, 0.58], [-2.76, -0.56, 0.32], [0.36, -2.15, -0.07], [2.14, -2.33, -0.17], [2.21, -2.04, 2.07], [0.48, -1.61, 2.19], [1.32, 0.19, 3.00], [2.83, 0.00, 2.40], [0.33, 1.18, 1.23], [2.37, 3.33, 1.29], [2.14, 1.79, 4.04], [1.73, 3.99, 4.74], [3.52, 4.00, 4.65], [2.59, 4.76, 3.25], [-5.08, -2.97, 1.02], [-3.41, -3.96, 1.18], [-2.87, -3.89, 2.58], [-2.03, -2.16, 2.93], [-2.73, -3.56, 0.43], [-3.67, -4.99, 0.92], [-2.07, -4.63, 2.72], [-3.63, -4.03, 3.35], [6.10, 0.73, -1.35], [7.96, 1.31, -1.18], [8.91, 0.18, -1.49], [9.03, -1.07, -0.01], [8.07, 1.71, -0.18], [8.07, 2.12, -1.91], [9.92, 0.56, -1.62], [8.63, -0.39, -2.37], [-4.59, -4.43, 5.72], [-2.92, -5.42, 5.89], [-2.38, -5.34, 7.30], [-1.54, -3.61, 7.64], [-2.23, -5.02, 5.15], [-3.17, -6.45, 5.63], [-1.58, -6.07, 7.44], [-3.14, -5.48, 8.06], [-7.65, 1.22, 4.05], [-6.53, -0.16, 4.85], [-6.82, -1.51, 4.26], [-8.48, -2.25, 4.98], [-6.68, -0.11, 5.92], [-5.50, 0.14, 4.62], [-6.05, -2.23, 4.53], [-6.93, -1.50, 3.18], [4.34, 5.14, -5.88], [4.68, 3.97, -7.41], [4.30, 2.55, -7.10], [5.63, 1.69, -5.97], [5.73, 4.09, -7.67], [4.06, 4.36, -8.21], [4.27, 1.95, -8.01], [3.35, 2.46, -6.58], [-9.32, -3.33, 1.71], [-8.98, -4.47, 0.16], [-9.38, -5.90, 0.44], [-8.05, -6.79, 1.56], [-7.93, -4.36, -0.09], [-9.60, -4.05, -0.64], [-9.40, -6.48, -0.48], [-10.33, -5.99, 0.95], [0.91, 1.61, -7.70], [-0.11, 2.47, -6.28], [-0.85, 3.68, -6.80], [0.34, 5.21, -7.05], [0.59, 2.71, -5.49], [-0.81, 1.71, -5.93], [-1.59, 4.02, -6.07], [-1.34, 3.51, -7.75]],
  "lowdin_charge": [0.063, -0.341, -0.235, -0.284, -0.524, 0.687, -0.722, -0.130, 0.662, -0.219, -0.568, 0.599, -0.677, -0.157, 0.608, -0.090, -0.119, 0.060, -0.244, -0.544, 0.647, -0.710, -0.173, 0.658, 0.081, -0.013, 0.104, 0.085, 0.055, 0.084, 0.016, 0.088, 0.111, -0.037, 0.065, 0.063, 0.122, 0.136, 0.153, 0.051, 0.180, 0.136, 0.096, 0.091, 0.106, 0.078, 0.073, 0.082, 0.662, -0.661, -0.665, 0.729, 0.048, 0.068, 0.062, -0.036, 0.877, -0.613, -0.690, 0.608, 0.061, 0.069, 0.062, 0.054, 0.693, -0.672, -0.686, 0.603, 0.031, 0.067, 0.061, 0.056, 0.609, -0.693, -0.715, 0.592, 0.053, 0.053, -0.006, 0.010, 0.608, -0.671, -0.726, 0.593, 0.054, 0.061, 0.056, -0.024, 0.601, -0.693, -0.691, 0.592, 0.025, 0.059, 0.058, 0.053, 0.671, -0.684, -0.679, 0.608, 0.017, 0.054, 0.059, 0.054],
  "homo_energy_ev": -11.13,
  "spin_multiplicity": 1,
  "charge": 1,
  "molar_mass_da": 1770.1
}

***

{
  "formula": "CN3O5",
  "method": "wB97M-V/def2-TZVPD",
  "symbols": ["C", "N", "N", "N", "O", "O", "O", "O", "O"],
  "positions_angstrom": [[-4.49, 0.39, -0.70], [-1.91, -0.37, 1.39], [6.64, 0.56, 0.57], [-2.24, -1.09, 0.56], [7.10, 1.67, 0.24], [-5.04, -0.26, -1.50], [-4.20, 1.10, 0.13], [6.70, -0.43, -0.20], [-2.58, -1.56, -0.48]],
  "lowdin_charge": [-0.455, 0.257, -0.445, -0.269, -0.270, 0.186, 0.215, -0.285, 0.065],
  "homo_energy_ev": -2.45,
  "relative_energy_kcal_mol": 0.0,
  "spin_multiplicity": 1,
  "charge": -1,
  "molar_mass_da": 134.0
}

***

The evaluated DFT total energy for the records listed, in turn: -40064.1113, -578.5014 hartree.
The evaluated frontier orbital gap for the records listed, in turn: 8.2110, 4.0794 eV.